Model w:
DFT (wB97M-V/def2-TZVPD) results for the molecule C6H14Si2.

Geometry as ORCA input:
```
! wB97M-V def2-TZVPD RIJCOSX def2/J DEFGRID3
* xyz 0 1
C 1.80 2.66 1.86
C 0.85 2.07 1.41
C -1.46 2.22 -0.57
C 1.81 -0.78 -0.72
C -0.03 -2.33 1.17
C -1.07 -1.39 -1.62
Si -0.64 1.16 0.79
Si 0.00 -0.91 -0.10
H 2.63 3.17 2.27
H -2.50 1.95 -0.69
H -1.42 3.28 -0.32
H -0.97 2.09 -1.53
H 1.92 0.03 -1.43
H 2.50 -0.59 0.10
H 2.13 -1.69 -1.21
H -1.01 -2.48 1.60
H 0.29 -3.27 0.73
H 0.65 -2.12 1.99
H -1.35 -2.44 -1.60
H -1.99 -0.82 -1.66
H -0.54 -1.22 -2.55
H -1.61 1.40 2.07
*
```

Output
- SMILES: C#C[Si@@H](C)[Si](C)(C)C
- HOMO-LUMO gap: 10.39 eV
- HOMO: -9.51 eV


Model x:
DFT (wB97M-V/def2-TZVPD) results for the molecule C6H14Si2.

Geometry as ORCA input:
```
! wB97M-V def2-TZVPD RIJCOSX def2/J DEFGRID3
* xyz 0 1
C 0.48 0.09 -2.36
C 1.31 -0.29 -1.05
C -0.67 0.92 -2.03
C 0.52 -1.27 -0.20
C 0.82 0.21 2.38
C -1.91 -1.65 2.11
Si -0.54 2.62 -1.62
Si -0.29 -0.99 1.35
H 0.26 -0.91 -2.88
H 1.13 0.57 -3.07
H 1.68 0.55 -0.43
H 2.17 -0.90 -1.41
H -1.69 0.49 -1.97
H 0.27 -2.06 -0.84
H 0.55 1.22 2.24
H 1.04 0.08 3.44
H 1.80 0.17 1.84
H -2.81 -1.59 1.47
H -1.91 -2.71 2.35
H -2.03 -1.12 3.08
H 0.91 3.22 -1.85
H -1.09 3.34 -0.55
*
```

Output
- SMILES: C[Si](C)=CCCC=[SiH2]
- HOMO-LUMO gap (alpha / beta): 7.30 / 7.30 eV
- HOMO (alpha / beta): -7.30 / -7.30 eV


So which one wins? Going from most stable to least: model w, model x.


Model w:
DFT (wB97M-V/def2-TZVPD) results for the molecule C6H14N2O.

Geometry as ORCA input:
```
! wB97M-V def2-TZVPD RIJCOSX def2/J DEFGRID3
* xyz 0 1
C 0.24 -0.37 -1.00
C 2.26 0.38 0.39
C -1.48 -1.13 0.57
C -2.04 0.48 -1.15
C -1.37 -0.19 1.78
N -1.17 -0.59 -0.73
C 0.91 0.75 -0.21
N 3.16 0.01 -0.69
O 0.45 1.86 -0.09
H 3.29 0.80 -1.31
H 4.07 -0.24 -0.32
H 0.34 -0.12 -2.06
H 0.78 -1.30 -0.82
H 2.14 -0.48 1.04
H 2.63 1.25 0.99
H -0.84 -2.01 0.73
H -2.50 -1.50 0.51
H -1.86 0.69 -2.21
H -3.08 0.15 -1.04
H -1.91 1.42 -0.60
H -1.71 -0.69 2.67
H -0.34 0.11 1.93
H -1.97 0.71 1.62
*
```

Output
- SMILES: CCN(C)CC(=O)CN
- HOMO-LUMO gap: 8.90 eV
- HOMO: -8.03 eV


Model x:
DFT (wB97M-V/def2-TZVPD) results for a cluster of 2 separate species, C6H14N2O in total.

Geometry as ORCA input:
```
! wB97M-V def2-TZVPD RIJCOSX def2/J DEFGRID3
* xyz 0 1
C -1.39 -0.68 0.02
C -0.23 0.06 0.63
C 1.78 2.65 -0.57
C -1.40 -2.12 0.55
C -2.72 0.02 0.30
N 1.13 1.88 0.45
C 2.63 -0.81 -0.80
O 0.21 1.09 -0.10
N 2.36 -1.14 0.37
H -1.23 -0.71 -1.07
H 1.24 -0.71 0.65
H -0.25 0.22 1.70
H 2.85 2.66 -0.39
H 1.63 2.27 -1.60
H 1.41 3.68 -0.56
H -1.56 -2.13 1.63
H -3.54 -0.53 -0.16
H -0.47 -2.63 0.33
H -2.21 -2.68 0.08
H -2.72 1.03 -0.10
H -2.90 0.07 1.38
H 1.96 -0.17 -1.40
H 3.40 -1.35 -1.35
*
```

Output
- HOMO-LUMO gap (alpha / beta): 8.03 / 8.65 eV
- HOMO (alpha / beta): -7.74 / -8.71 eV


So which one wins? Going from most stable to least: model w, model x.


Model w:
DFT (wB97M-V/def2-TZVPD) results for a cluster of 2 separate species, C6H14N2O in total.

Geometry as ORCA input:
```
! wB97M-V def2-TZVPD RIJCOSX def2/J DEFGRID3
* xyz 0 1
C 0.61 -0.15 -1.73
C -0.74 -0.23 -2.42
N 1.29 -1.34 -1.60
H 1.02 -1.61 -0.22
H 2.29 -1.15 -1.50
H 1.21 0.73 -2.01
H 0.32 0.19 -0.56
H -0.60 -0.40 -3.49
H -1.31 0.69 -2.29
H -1.31 -1.06 -2.01
C -1.01 0.46 1.19
C 0.40 0.07 0.95
N 1.41 1.01 1.21
C -1.41 1.55 1.84
C 0.77 -1.32 0.98
O -1.87 -0.45 0.63
H -2.78 -0.20 0.83
H 2.04 0.78 1.96
H 1.13 1.98 1.22
H -0.71 2.22 2.31
H -2.46 1.78 1.96
H -0.02 -2.00 1.27
H 1.72 -1.53 1.48
*
```

Output
- HOMO-LUMO gap: 8.40 eV
- HOMO: -7.84 eV


Model x:
DFT (wB97M-V/def2-TZVPD) results for the molecule C6H14N2O.

Geometry as ORCA input:
```
! wB97M-V def2-TZVPD RIJCOSX def2/J DEFGRID3
* xyz 0 1
C 0.48 1.67 -2.08
C -0.90 0.59 -0.25
C -2.23 0.49 -0.55
O 0.13 0.49 -1.37
H -0.60 1.45 0.36
H 0.67 2.53 -1.43
H -0.32 1.93 -2.77
H 1.38 1.46 -2.66
H -2.94 1.06 0.03
H -2.61 -0.25 -1.25
C 2.17 0.04 1.13
C -0.16 -0.90 0.66
N -0.75 -2.11 0.14
N -0.50 -0.69 2.04
C 1.21 -0.72 0.28
H -1.51 -0.55 2.12
H -0.21 -1.47 2.61
H -0.45 -2.28 -0.82
H -1.76 -1.98 0.11
H 1.64 -1.38 -0.46
H 3.07 0.31 0.58
H 1.71 0.91 1.59
H 2.49 -0.59 1.97
*
```

Output
- HOMO-LUMO gap (alpha / beta): 8.02 / 7.21 eV
- HOMO (alpha / beta): -7.37 / -7.23 eV


Model y:
DFT (wB97M-V/def2-TZVPD) results for the molecule C6H14N2O.

Geometry as ORCA input:
```
! wB97M-V def2-TZVPD RIJCOSX def2/J DEFGRID3
* xyz 0 1
C -2.39 -0.48 0.47
C -0.63 -0.24 2.11
N -0.98 -0.25 0.70
C 0.25 -1.17 -0.30
O 0.98 -1.90 0.34
H -0.40 -1.53 -1.12
H -3.00 0.23 1.03
H -2.60 -0.35 -0.59
H -0.97 0.69 2.59
H -1.08 -1.09 2.63
H -2.66 -1.50 0.76
H 0.45 -0.33 2.22
C 0.79 0.46 -2.29
C 2.13 0.68 -0.15
C 0.77 0.39 -0.76
N -0.35 1.03 -0.20
H -0.11 1.71 0.52
H 1.47 -0.29 -2.69
H -0.21 0.28 -2.69
H 2.09 0.63 0.94
H 2.85 -0.08 -0.47
H 1.12 1.44 -2.62
H 2.49 1.67 -0.44
*
```

Output
- SMILES: CC1(C)N[N+](C)(C)[C@@H]1[O-]
- HOMO-LUMO gap: 8.78 eV
- HOMO: -8.00 eV


Model z:
DFT (wB97M-V/def2-TZVPD) results for a cluster of 2 separate species, C6H14N2O in total.

Geometry as ORCA input:
```
! wB97M-V def2-TZVPD RIJCOSX def2/J DEFGRID3
* xyz 0 1
C -0.76 2.35 -0.34
C -1.15 -0.03 0.54
C -0.60 1.23 0.64
N -2.33 -0.26 -0.14
N -0.91 -0.84 1.66
O 0.35 1.46 1.61
H 0.44 0.59 2.06
H -2.82 0.57 -0.45
H -2.96 -0.94 0.27
H -1.40 -0.53 2.48
H -1.16 -1.81 1.44
H -1.63 2.25 -0.99
H -0.85 3.31 0.18
H 0.11 2.39 -0.99
C 2.65 -1.23 -0.21
C 1.77 -0.67 -1.28
C 0.49 -1.08 -1.50
H 2.15 0.16 -1.87
H 2.57 -0.61 0.69
H 3.70 -1.32 -0.49
H 2.30 -2.23 0.06
H 0.10 -1.95 -0.96
H -0.04 -0.81 -2.41
*
```

Output
- SMILES: CC(O)=C(N)N.C=CC
- HOMO-LUMO gap: 7.61 eV
- HOMO: -6.82 eV


So which one wins? Going from most stable to least: model z, model y, model w, model x.


Model w:
DFT (wB97M-V/def2-TZVPD) results for a cluster of 7 separate species, C21H56O7 in total.

Geometry as ORCA input:
```
! wB97M-V def2-TZVPD RIJCOSX def2/J DEFGRID3
* xyz 0 1
C 3.31 1.84 3.41
C 4.02 0.57 3.81
C 3.68 0.07 5.19
O 3.63 -0.41 2.82
H 2.24 1.77 3.66
H 3.31 2.05 2.34
H 3.62 2.76 3.91
H 5.10 0.75 3.72
H 4.36 -0.76 5.41
H 2.64 -0.26 5.25
H 3.84 0.82 5.97
H 3.81 -1.26 3.24
C -5.91 -1.43 -3.53
C -4.62 -2.08 -3.97
C -3.60 -2.10 -2.82
O -4.79 -3.45 -4.38
H -5.66 -0.46 -3.09
H -6.37 -2.07 -2.77
H -6.60 -1.25 -4.36
H -4.11 -1.61 -4.83
H -2.97 -1.21 -2.89
H -2.85 -2.85 -3.08
H -4.04 -2.31 -1.85
H -5.55 -3.51 -4.97
C -0.63 0.23 -1.39
C -0.17 0.92 -0.12
C 0.91 0.12 0.60
O 0.40 2.20 -0.43
H -1.30 0.83 -2.00
H -1.15 -0.70 -1.12
H 0.19 -0.12 -2.02
H -1.03 1.04 0.55
H 1.11 0.49 1.61
H 1.84 0.14 0.03
H 0.52 -0.88 0.85
H 0.77 2.10 -1.32
C 3.15 3.62 -3.50
C 2.26 2.73 -4.31
C 3.10 2.02 -5.36
O 1.73 1.72 -3.41
H 2.61 4.20 -2.74
H 3.60 4.34 -4.19
H 3.88 3.05 -2.92
H 1.43 3.28 -4.77
H 2.53 1.33 -6.00
H 3.91 1.41 -4.96
H 3.51 2.76 -6.05
H 1.35 1.03 -3.96
C -2.55 4.06 2.02
C -1.13 4.55 2.26
C -0.36 3.57 3.14
O -0.45 4.67 1.00
H -2.53 2.98 1.80
H -3.03 4.51 1.15
H -3.20 4.21 2.89
H -1.13 5.55 2.70
H 0.63 3.94 3.41
H -0.21 2.63 2.59
H -0.93 3.37 4.04
H -0.32 3.77 0.67
C 0.63 -3.67 -0.62
C 0.51 -4.37 -1.96
C 0.22 -3.43 -3.13
O 1.69 -5.16 -2.22
H -0.25 -3.08 -0.35
H 1.43 -2.93 -0.70
H 0.90 -4.32 0.21
H -0.31 -5.10 -1.98
H -0.63 -2.79 -2.86
H 0.06 -3.98 -4.04
H 1.07 -2.74 -3.19
H 1.60 -5.92 -1.64
C -1.77 -0.73 3.67
C -1.19 -2.15 3.54
C 0.22 -2.27 4.07
O -2.03 -3.06 4.26
H -1.60 -0.45 4.70
H -2.81 -0.79 3.35
H -1.30 -0.02 2.99
H -1.16 -2.47 2.49
H 0.84 -1.42 3.76
H 0.68 -3.19 3.73
H 0.29 -2.22 5.16
H -2.90 -3.01 3.87
*
```

Output
- SMILES: CC(C)O.CC(C)O.CC(C)O.CC(C)O.CC(C)O.CC(C)O.CC(C)O
- HOMO-LUMO gap: 10.08 eV
- HOMO: -9.57 eV


Model x:
DFT (wB97M-V/def2-TZVPD) results for a cluster of 7 separate species, C21H56O7 in total.

Geometry as ORCA input:
```
! wB97M-V def2-TZVPD RIJCOSX def2/J DEFGRID3
* xyz 0 1
C 1.81 -7.08 -0.16
C 1.46 -7.02 -1.66
C 0.37 -6.00 -1.87
O 2.57 -6.61 -2.39
H 2.38 -6.21 0.16
H 2.39 -7.97 0.08
H 0.88 -7.11 0.41
H 1.11 -7.95 -2.11
H 0.80 -5.00 -1.95
H -0.44 -6.12 -1.16
H -0.10 -6.16 -2.84
H 3.35 -7.14 -2.20
C 4.48 -14.94 0.81
C 5.24 -13.85 1.52
C 5.82 -14.37 2.86
O 6.37 -13.45 0.74
H 5.06 -15.85 0.75
H 4.10 -14.55 -0.13
H 3.58 -15.21 1.36
H 4.50 -13.08 1.70
H 6.14 -15.39 2.70
H 4.96 -14.50 3.51
H 6.54 -13.71 3.35
H 6.79 -14.29 0.53
C 5.98 -1.06 -6.40
C 5.95 -2.30 -5.53
C 7.13 -2.41 -4.54
O 4.78 -2.33 -4.74
H 6.82 -1.06 -7.10
H 6.00 -0.10 -5.88
H 5.09 -0.92 -7.01
H 5.90 -3.16 -6.20
H 7.26 -1.48 -3.98
H 8.06 -2.70 -5.02
H 6.96 -3.21 -3.82
H 4.69 -3.27 -4.53
C 18.66 -6.93 -8.05
C 17.15 -7.03 -8.33
C 16.40 -7.73 -7.15
O 16.69 -5.68 -8.35
H 19.19 -6.42 -8.86
H 19.06 -7.94 -8.02
H 18.94 -6.40 -7.14
H 16.93 -7.56 -9.26
H 15.33 -7.51 -7.16
H 16.69 -7.43 -6.14
H 16.56 -8.80 -7.24
H 16.88 -5.32 -7.48
C 8.17 -18.05 -4.03
C 9.31 -17.85 -3.05
C 10.58 -17.40 -3.84
O 9.15 -16.88 -2.01
H 7.30 -18.45 -3.51
H 8.42 -18.86 -4.71
H 7.96 -17.18 -4.66
H 9.66 -18.76 -2.58
H 10.53 -16.38 -4.23
H 10.70 -18.01 -4.73
H 11.47 -17.39 -3.21
H 9.92 -16.99 -1.46
C 11.41 -12.53 -9.27
C 11.55 -13.36 -10.52
C 12.84 -14.24 -10.53
O 10.45 -14.24 -10.59
H 12.29 -11.92 -9.06
H 11.28 -13.19 -8.42
H 10.60 -11.79 -9.31
H 11.45 -12.75 -11.42
H 12.75 -14.97 -9.71
H 13.77 -13.69 -10.44
H 12.83 -14.93 -11.38
H 10.78 -15.14 -10.51
C 9.57 -9.60 -3.63
C 8.04 -9.31 -3.87
C 7.37 -10.40 -4.61
O 7.46 -9.23 -2.57
H 9.65 -10.34 -2.83
H 10.14 -8.70 -3.43
H 10.07 -9.96 -4.52
H 7.97 -8.34 -4.35
H 7.32 -11.39 -4.16
H 7.80 -10.54 -5.60
H 6.34 -10.08 -4.75
H 7.45 -10.12 -2.22
*
```

Output
- SMILES: CC(C)O.CC(C)O.CC(C)O.CC(C)O.CC(C)O.CC(C)O.CC(C)O
- HOMO-LUMO gap: 10.34 eV
- HOMO: -9.94 eV


So which one wins? Going from most stable to least: model w, model x.